Entry 1:
154
Properties=species:S:1:pos:R:3 method="wB97M-V/def2-TZVPD" e_tot_ev=-167551.20834 smiles="O=C1OC(=O)C(C(F)(F)C(F)F)=C1P(O)Br.COC[C@@H](C)N.COC[C@@H](C)N.COC[C@@H](C)N.COC[C@@H](C)N.COC[C@@H](C)N.COC[C@@H](C)N.COC[C@@H](C)N.COC[C@@H](C)N" gap_ev=6.96 mol_weight_da=1038.1 charge=0 spin_multiplicity=1 homo_energy_ev=-9.1
O -1.43510 3.29876 -1.83974
C -1.29630 2.27090 -2.54473
O -2.00108 1.88969 -3.73922
C -1.60067 0.53239 -4.03225
O -2.19348 -0.14170 -4.90583
C -0.38755 0.05490 -3.06879
C 0.36874 -1.34470 -3.14907
F -0.66765 -2.34988 -3.26837
F 1.05999 -1.66050 -1.92623
C 1.32260 -1.54133 -4.42014
F 0.58762 -1.75657 -5.64334
F 2.30973 -0.52730 -4.58933
C -0.19025 1.15151 -2.15446
P 1.12411 1.25218 -0.75316
O 0.45110 1.94071 0.65829
Br 2.70989 2.64219 -1.62683
H 1.90774 -2.53779 -4.24833
H 1.02258 1.59175 1.39713
C -1.85858 3.89547 1.36279
O -2.36615 3.82932 2.68629
C -3.78653 3.76352 2.76827
C -4.36937 2.35206 2.55067
C -4.38295 1.91820 1.08751
N -3.65003 1.34403 3.34008
H -2.51421 4.46318 0.69609
H -1.69632 2.89077 0.97412
H -0.88762 4.39388 1.39762
H -4.03491 4.07657 3.78845
H -4.24808 4.49899 2.09795
H -5.41092 2.37347 2.88995
H -3.39609 1.62000 0.72731
H -5.04150 1.05339 0.95538
H -4.75544 2.71962 0.44271
H -3.72946 1.58503 4.32695
H -2.65488 1.45842 3.14331
C 2.81617 -1.46470 1.74708
O 1.57368 -1.01743 2.27010
C 0.51563 -1.96973 2.16951
C 0.51403 -3.03989 3.28042
C 1.57258 -4.12179 3.08482
N 0.68665 -2.43899 4.60915
H 2.68891 -2.11481 0.87639
H 3.38817 -1.97388 2.52389
H 3.38983 -0.58726 1.44079
H -0.40894 -1.38910 2.26154
H 0.49786 -2.42372 1.17122
H -0.46224 -3.53571 3.25337
H 2.57647 -3.78145 3.34656
H 1.35520 -4.98362 3.72422
H 1.58907 -4.47364 2.04905
H -0.08053 -1.79018 4.77620
H 1.50823 -1.83487 4.56498
C 6.22702 -6.34791 -3.06764
O 5.37976 -6.63384 -4.16809
C 4.03507 -6.94700 -3.81105
C 3.14565 -5.71686 -3.54129
C 3.40531 -5.06359 -2.18661
N 3.29152 -4.70331 -4.59502
H 5.97521 -6.94501 -2.18616
H 6.18967 -5.28308 -2.83079
H 7.25236 -6.58244 -3.36162
H 3.62025 -7.47830 -4.67488
H 4.01146 -7.65361 -2.97303
H 2.10559 -6.06095 -3.53882
H 4.31950 -4.46646 -2.17489
H 2.58332 -4.38688 -1.92864
H 3.47638 -5.81494 -1.39493
H 3.02000 -5.11673 -5.48541
H 4.29014 -4.52333 -4.70754
C -4.91716 8.45250 -2.00340
O -3.84661 7.58955 -1.65664
C -4.25092 6.30173 -1.19718
C -4.59248 5.30242 -2.32165
C -5.95271 5.55360 -2.96653
N -3.56308 5.29523 -3.36797
H -5.79241 8.30512 -1.36398
H -5.18340 8.31594 -3.05294
H -4.57305 9.48235 -1.88407
H -3.39102 5.90598 -0.64629
H -5.06947 6.38928 -0.47215
H -4.62901 4.30445 -1.87073
H -5.94252 6.40058 -3.65540
H -6.26339 4.67887 -3.54707
H -6.71986 5.73743 -2.20859
H -2.67371 5.02803 -2.94823
H -3.41402 6.26388 -3.65363
C 6.54172 0.25943 1.78878
O 6.21941 -1.11366 1.63864
C 7.10613 -1.83736 0.78792
C 8.41173 -2.29522 1.47034
C 9.42790 -1.17195 1.65589
N 8.14941 -2.92044 2.77295
H 6.96169 0.68792 0.87406
H 7.22985 0.39490 2.62465
H 5.62225 0.79725 2.03116
H 6.55314 -2.73364 0.48562
H 7.30699 -1.27315 -0.13085
H 8.87467 -3.04398 0.81839
H 9.17268 -0.50498 2.48169
H 10.41514 -1.58833 1.88065
H 9.52116 -0.57135 0.74650
H 7.55031 -3.73178 2.63113
H 7.56247 -2.27744 3.30582
C 1.52751 -9.48348 -2.18053
O 2.47293 -8.96460 -1.25820
C 1.89817 -8.41024 -0.07618
C 1.52840 -9.45087 1.00093
C 0.25262 -10.22646 0.68534
N 2.62185 -10.40437 1.22817
H 0.59909 -8.90485 -2.19174
H 1.32219 -10.53122 -1.95588
H 1.97102 -9.44281 -3.17810
H 2.66899 -7.75344 0.34224
H 1.04560 -7.76690 -0.32581
H 1.35104 -8.90490 1.93388
H 0.40396 -10.99516 -0.07506
H -0.11080 -10.73785 1.58248
H -0.54074 -9.55627 0.34205
H 3.44498 -9.88998 1.53663
H 2.89616 -10.77470 0.31742
C -6.00843 1.59475 7.16692
O -4.94042 0.72864 7.51280
C -5.34927 -0.55850 7.97178
C -5.69448 -1.55545 6.84632
C -7.05374 -1.29897 6.20172
N -4.66517 -1.56458 5.79985
H -6.88320 1.44854 7.80734
H -6.27701 1.46027 6.11750
H -5.66102 2.62335 7.28726
H -4.49057 -0.95775 8.52239
H -6.16725 -0.46883 8.69689
H -5.73452 -2.55356 7.29603
H -7.04060 -0.45126 5.51377
H -7.36737 -2.17195 5.62019
H -7.82019 -1.11342 6.95981
H -3.77671 -1.83499 6.21817
H -4.51297 -0.59611 5.51524
C -1.57679 10.90012 -6.53112
O -2.27826 9.97585 -5.71634
C -1.44350 9.06426 -5.00520
C -0.83828 9.63510 -3.70613
C 0.32691 10.59108 -3.94606
N -1.85288 10.31526 -2.89212
H -0.67461 10.46315 -6.96931
H -1.32763 11.79412 -5.95699
H -2.24082 11.20615 -7.34249
H -2.09388 8.22590 -4.73229
H -0.66949 8.65351 -5.66486
H -0.44767 8.78947 -3.12973
H 0.00073 11.57639 -4.28492
H 0.88618 10.74625 -3.01768
H 1.02190 10.18636 -4.68753
H -2.57981 9.64380 -2.65058
H -2.33192 10.98180 -3.49906

Entry 2:
173
Properties=species:S:1:pos:R:3 method="wB97M-V/def2-TZVPD" e_tot_ev=-114460.75668 gap_ev=7.90 mol_weight_da=1185.3 charge=0 spin_multiplicity=1 homo_energy_ev=-8.1
C -0.59261 0.90308 2.25197
N 0.08180 2.06702 1.63534
C 0.26799 3.17279 2.56309
C 1.25266 1.74927 0.93929
O 2.32562 2.12650 1.35917
C 1.21539 0.96837 -0.36074
C 0.27945 1.48615 -1.49881
C -0.45594 0.27825 -2.08448
C -1.44070 -0.38133 -1.10990
N -1.42278 -1.84478 -1.31207
C 1.16169 2.06665 -2.60579
C 0.41579 2.47306 -3.87485
O 0.67639 3.86681 -4.12802
C -0.20389 4.35922 -5.12685
C -1.57610 4.67282 -4.52527
O -2.44638 3.61001 -4.89213
C -3.30386 3.15633 -3.91955
C -3.60167 1.79417 -3.93649
C -4.47886 1.24231 -3.00046
C -5.09179 2.02150 -2.01364
C -6.03730 1.46234 -0.96138
C -5.35214 1.73158 0.40467
C -6.20636 -0.06900 -1.02551
C -7.42096 2.16978 -0.89430
C -8.18005 2.47379 -2.20022
C -7.80139 3.84998 -2.81357
C -9.67104 2.58991 -1.78796
C -8.11208 1.37203 -3.26181
C -4.75159 3.38113 -2.00624
C -3.88230 3.94851 -2.93373
O -0.76628 2.37520 -1.04821
C -0.48103 3.67304 -0.99300
O -1.34520 4.48877 -0.97212
H 0.07385 0.04439 2.21006
H -0.86126 1.17690 3.26658
H -1.51351 0.69360 1.71569
H -0.71517 3.57426 2.80333
H 0.82262 3.98153 2.10713
H 0.74092 2.85774 3.49846
H 2.23308 0.99981 -0.73019
H 1.00150 -0.07339 -0.11947
H -1.04426 0.56736 -2.95397
H 0.26194 -0.46487 -2.42097
H -2.44250 -0.01826 -1.34264
H -1.22299 -0.12970 -0.08157
H -1.75609 -2.32955 -0.49109
H -2.00156 -2.09089 -2.10165
H 1.86348 1.27988 -2.87862
H 1.78581 2.89360 -2.27246
H 0.84610 1.91559 -4.70804
H -0.65836 2.31866 -3.82843
H -0.36920 3.59194 -5.88617
H 0.23038 5.24363 -5.58680
H -1.93671 5.64437 -4.86713
H -1.42963 4.74344 -3.44823
H -3.14420 1.15820 -4.68249
H -4.64912 0.17984 -3.07897
H -5.26955 2.79547 0.59939
H -4.36762 1.26724 0.40344
H -5.93803 1.25983 1.19412
H -6.19296 -0.47085 -2.03059
H -7.14072 -0.34308 -0.54665
H -5.40730 -0.54748 -0.45408
H -8.05929 1.50279 -0.31470
H -7.30443 3.07660 -0.29945
H -7.02914 3.75032 -3.57076
H -8.70355 4.28995 -3.22607
H -7.44663 4.49660 -2.01500
H -10.25594 2.91973 -2.64196
H -10.02318 1.58446 -1.57262
H -9.80411 3.22623 -0.91674
H -7.13377 0.92183 -3.37757
H -8.34702 1.83289 -4.22395
H -8.88602 0.62510 -3.10908
H -5.20129 4.02527 -1.26303
H -3.67001 5.00573 -2.88434
H 0.56247 3.98980 -0.91475
C 4.31614 0.07651 -3.09717
O 3.28294 -0.31469 -3.63442
N 4.72752 1.37594 -3.18017
N 5.13138 -0.73693 -2.37296
H 5.55355 1.72310 -2.73095
H 4.16473 2.02391 -3.71363
H 4.87464 -1.70012 -2.28523
H 5.97671 -0.42625 -1.93471
C 7.30874 -2.47266 0.09466
O 7.21417 -1.64657 -0.80281
N 6.25498 -3.23860 0.49632
N 8.48134 -2.68810 0.75646
H 6.31380 -3.92054 1.22798
H 5.37887 -3.10113 0.02808
H 9.27274 -2.13512 0.48123
H 8.58774 -3.35729 1.49501
C 2.69938 0.12876 5.92276
O 3.10267 -0.74579 6.68000
N 2.79838 1.45213 6.22300
N 2.12560 -0.15748 4.72096
H 2.48104 2.18261 5.61414
H 3.21866 1.69578 7.10014
H 2.04944 -1.12319 4.46611
H 1.79172 0.54386 4.08527
C 5.31584 -2.52474 9.59101
O 5.84161 -2.57409 10.70153
N 5.29569 -3.58713 8.74603
N 4.70607 -1.40837 9.10557
H 4.86580 -3.57257 7.84056
H 5.72321 -4.43549 9.06573
H 4.68808 -0.59747 9.69328
H 4.27787 -1.37640 8.19228
C 9.41380 -3.27191 -3.79191
O 9.94147 -3.58372 -4.84885
N 9.47691 -4.09344 -2.68600
N 8.73265 -2.11565 -3.60521
H 9.05435 -3.86530 -1.80646
H 9.97290 -4.95815 -2.78423
H 8.66149 -1.47422 -4.38059
H 8.30741 -1.87737 -2.72729
C -8.87621 -2.98345 0.29946
O -9.00943 -2.04773 -0.46518
N -9.89301 -3.85696 0.57657
N -7.69556 -3.23813 0.94619
H -9.80403 -4.63309 1.20322
H -10.77050 -3.69534 0.11961
H -6.93129 -2.61503 0.76308
H -7.56247 -4.00170 1.58044
C 9.53218 -4.61961 9.59217
O 10.49214 -5.18098 9.09132
N 8.96627 -3.49848 9.05998
N 8.92803 -5.06324 10.73761
H 8.17268 -3.03345 9.46899
H 9.36862 -3.13080 8.21958
H 9.30735 -5.88461 11.16794
H 8.13784 -4.60529 11.15665
C 4.44707 4.92578 -4.14832
O 4.59873 3.83775 -3.59832
N 5.42856 5.87259 -4.18020
N 3.27132 5.23765 -4.74518
H 5.31966 6.76686 -4.61832
H 6.29787 5.65012 -3.73178
H 2.55760 4.52343 -4.72101
H 3.07578 6.11846 -5.18094
C 2.68232 -4.98959 6.19050
O 3.19424 -5.05627 7.29306
N 2.62989 -6.06505 5.34053
N 2.11763 -3.84295 5.71205
H 2.22089 -6.02198 4.42640
H 3.03662 -6.92406 5.66173
H 2.14433 -3.03059 6.30739
H 1.68392 -3.77854 4.81039
C -1.08176 -7.25530 4.13021
O -0.98549 -6.35009 3.31758
N -2.27150 -7.86112 4.41955
N 0.00312 -7.72537 4.81341
H -2.36871 -8.60430 5.08406
H -3.08306 -7.53279 3.93146
H 0.87825 -7.28609 4.61482
H -0.03306 -8.46236 5.49131
C -13.10716 1.52331 -3.56507
O -12.52356 1.49020 -2.49968
N -13.02047 0.50867 -4.48101
N -13.89668 2.57898 -3.93897
H -13.49071 0.51588 -5.36522
H -12.44776 -0.27751 -4.23769
H -13.97969 3.33881 -3.29059
H -14.38430 2.62658 -4.81245
C 8.10539 1.30420 -5.49180
O 8.42936 0.44326 -4.68619
N 8.96616 1.74013 -6.46041
N 6.87492 1.88930 -5.49460
H 8.73070 2.43952 -7.13727
H 9.87765 1.32251 -6.48478
H 6.20419 1.58177 -4.80833
H 6.60156 2.59223 -6.15387